[1]
Molecular formula: C6H14Cl2P2
Method: DFT, the ωB97M-V functional and the def2-TZVPD basis

* E_LUMO: 0.52 eV
* highest occupied orbital energy: -8.13 eV
* spin multiplicity: 1

Bonds (Å) are listed after each position.
Cartesian coordinates (Å):
1 C -0.57 -2.67 -0.46  P7 1.817, H11 1.127, H12 1.024, H13 1.180
2 C 1.99 -1.98 0.58  P7 1.936, H14 1.037, H15 1.026, H16 1.057
3 C -0.96 2.86 0.34  P8 1.853, H17 1.039, H18 1.106, H19 1.176
4 C 0.04 1.64 -2.11  P8 1.775, H20 1.068, H21 1.192, H22 1.084
5 C -0.60 -0.36 1.59  C6 1.481, Cl9 1.815, H23 1.115, H24 1.058
6 C -0.34 -0.09 0.16  C5 1.481, P7 1.812, P8 1.754
7 P 0.66 -1.35 -0.67  C1 1.817, C2 1.936, C6 1.812
8 P 0.13 1.53 -0.34  C3 1.853, C4 1.775, C6 1.754, Cl10 2.144
9 Cl -2.17 0.32 2.21  C5 1.815
10 Cl 2.13 2.22 0.00  P8 2.144
11 H -0.93 -2.56 0.60  C1 1.127
12 H -0.15 -3.59 -0.59  C1 1.024
13 H -1.46 -2.63 -1.24  C1 1.180
14 H 1.91 -2.97 0.28  C2 1.037
15 H 1.76 -1.90 1.58  C2 1.026
16 H 2.95 -1.59 0.34  C2 1.057
17 H -0.86 3.76 -0.16  C3 1.039
18 H -0.89 3.12 1.42  C3 1.106
19 H -2.08 2.69 0.03  C3 1.176
20 H 0.53 0.86 -2.65  C4 1.068
21 H 0.69 2.52 -2.59  C4 1.192
22 H -0.98 1.63 -2.45  C4 1.084
23 H -0.84 -1.43 1.77  C5 1.115
24 H 0.04 -0.03 2.36  C5 1.058



[2]
Molecular formula: C3H4S
Method: DFT, the ωB97M-V functional and the def2-TZVPD basis

* E_LUMO: 0.88 eV
* highest occupied orbital energy: -9.28 eV
* spin multiplicity: 1

Bonds (Å) are listed after each position.
Cartesian coordinates (Å):
1 C -1.77 -0.70 0.16  C2 1.220, H5 1.062
2 C -0.78 0.01 0.18  C1 1.220, C3 1.430
3 C 0.38 0.85 0.13  C2 1.430, S4 1.858, H6 1.119, H7 1.070
4 S 1.91 -0.19 0.30  C3 1.858, H8 1.326
5 H -2.31 -1.60 -0.02  C1 1.062
6 H 0.42 1.72 0.83  C3 1.119
7 H 0.55 0.99 -0.92  C3 1.070
8 H 1.61 -1.07 -0.65  S4 1.326



Record order is preserved below.
Orbital gap: 0.3181 0.3731 hartree
Record order is preserved below.
Energy above the lowest of the compared OMol25 structures with the same formula, charge and spin: 0.00 27.74 kcal/mol